w.
Density functional theory data (ωB97M-V/def2-TZVPD) for a 12-piece molecular cluster, H24O12 overall.

Each line ends with the natural charge from an NBO analysis.
Element x y z (Å)
O -15.8755 -3.4690 27.3805  -0.938
H -16.5353 -2.9600 27.8516  0.466
H -15.8029 -3.0380 26.5290  0.472
O -9.3489 -5.3031 19.2580  -0.937
H -9.4047 -4.6931 19.9936  0.467
H -8.5012 -5.7340 19.3672  0.471
O -12.6869 -4.8504 16.2301  -0.938
H -12.6166 -3.9129 16.4102  0.469
H -11.9550 -5.2419 16.7068  0.468
O -19.1879 0.7224 21.7607  -0.941
H -20.0974 0.6824 22.0562  0.471
H -19.1067 1.5831 21.3497  0.470
O -15.6603 -0.4758 24.0791  -0.947
H -16.4544 -0.1095 23.6899  0.478
H -15.1878 0.2837 24.4200  0.469
O -17.3330 -6.8670 22.1944  -0.944
H -16.4271 -6.5992 22.3490  0.476
H -17.6250 -7.2218 23.0341  0.469
O -14.5096 -2.5037 20.6987  -0.948
H -13.8062 -1.9145 20.4261  0.472
H -14.8728 -2.0962 21.4850  0.476
O -17.5786 -2.0905 17.9022  -0.939
H -18.3621 -1.7310 18.3183  0.465
H -16.9741 -2.2507 18.6268  0.473
O -10.7518 -0.6759 16.5000  -0.936
H -10.6664 -0.6314 17.4523  0.468
H -9.8701 -0.8818 16.1894  0.468
O -12.9039 -6.6763 22.1430  -0.940
H -12.4111 -7.3177 21.6311  0.471
H -12.5699 -5.8282 21.8507  0.469
O -11.5363 0.6987 20.6874  -0.942
H -11.3823 1.5776 20.3410  0.473
H -11.0947 0.6947 21.5366  0.470
O -16.5968 -6.7262 18.1985  -0.942
H -16.0819 -5.9194 18.2073  0.470
H -16.9862 -6.7720 19.0717  0.471

Computed properties:
molecular weight = 216.2 g/mol
HOMO-LUMO gap = 10.57 eV
HOMO = -10.6 eV

***

x.
Density functional theory data (ωB97M-V/def2-TZVPD) for a 12-piece molecular cluster, H24O12 overall.

Each line ends with the natural charge from an NBO analysis.
Element x y z (Å)
O 0.1942 -0.2926 0.4687  -0.918
H -0.5237 -0.4744 1.0856  0.473
H 0.9080 -0.8695 0.7630  0.435
O -1.0393 1.3158 -0.3330  -0.903
H -0.9628 2.2305 -0.0389  0.451
H -1.0889 1.3817 -1.2934  0.501
O -2.0146 -0.9637 1.9354  -0.956
H -1.7142 -0.9046 2.8494  0.477
H -2.8467 -1.4468 1.9928  0.495
O -1.5965 -1.3867 -0.6023  -0.959
H -1.5894 -2.1138 -1.2349  0.476
H -1.0132 -1.6851 0.1046  0.469
O 1.9028 1.3098 -1.8233  -0.924
H 2.2127 2.0392 -2.3718  0.452
H 1.7356 1.7161 -0.9654  0.473
O 2.6877 -0.9031 -1.8207  -0.911
H 2.4900 -1.6151 -1.2018  0.456
H 3.5026 -1.1857 -2.2507  0.455
O -0.4470 -4.0678 -1.3540  -0.945
H -0.2754 -4.5534 -2.1688  0.477
H -1.1460 -4.5725 -0.9231  0.472
O -3.4081 1.4249 -0.9074  -0.961
H -4.0619 1.9038 -0.3856  0.448
H -2.6482 1.3496 -0.3192  0.467
O 3.5886 -1.9740 2.7563  -0.928
H 3.2592 -1.9027 1.8532  0.466
H 2.8041 -2.1819 3.2762  0.463
O 0.4375 4.3868 0.7363  -0.932
H -0.3988 3.9639 0.9615  0.460
H 0.3814 5.2542 1.1528  0.473
O -4.5931 0.1677 0.1475  -0.925
H -3.7302 -0.2401 0.2820  0.485
H -4.7492 0.6601 0.9612  0.440
O 4.5972 1.3592 -0.0524  -0.934
H 5.0617 0.8610 -0.7344  0.465
H 4.0838 2.0091 -0.5454  0.468

Computed properties:
molecular weight = 216.2 g/mol
HOMO-LUMO gap = 7.97 eV
HOMO = -8.0 eV

***

y.
Density functional theory data (ωB97M-V/def2-TZVPD) for a 12-piece molecular cluster, H24O12 overall.

Each line ends with the natural charge from an NBO analysis.
Element x y z (Å)
O 15.5558 -0.9495 -0.3136  -0.935
H 14.7554 -0.6906 -0.7704  0.468
H 15.8470 -0.1531 0.1305  0.467
O 14.5689 -10.9088 -6.6390  -0.945
H 15.0590 -11.5460 -7.1587  0.470
H 15.2341 -10.3029 -6.3125  0.475
O 14.9813 -0.5618 -6.5364  -0.937
H 15.7164 -0.1224 -6.1089  0.467
H 14.5503 -1.0477 -5.8332  0.470
O 17.2965 -8.2447 -4.8550  -0.943
H 18.0773 -8.5415 -5.3224  0.470
H 17.3004 -7.2934 -4.9611  0.474
O 10.8939 -10.1685 -0.1492  -0.940
H 11.6865 -10.5498 -0.5268  0.469
H 10.6806 -9.4364 -0.7278  0.470
O 15.7395 -10.2419 -1.3183  -0.942
H 15.6471 -9.6143 -0.6015  0.472
H 16.2052 -9.7593 -2.0012  0.470
O 9.2814 -5.8670 -1.7172  -0.935
H 8.4948 -5.7918 -2.2573  0.465
H 9.8909 -5.2304 -2.0908  0.470
O 14.8866 -6.9916 1.7483  -0.938
H 15.0397 -6.5668 0.9043  0.470
H 14.9369 -6.2808 2.3874  0.468
O 11.5829 -1.6006 -3.7861  -0.945
H 11.0801 -1.7622 -4.5844  0.474
H 11.0375 -1.0020 -3.2759  0.470
O 8.9957 -4.8279 -6.5465  -0.942
H 9.5046 -5.5270 -6.1361  0.473
H 8.1686 -5.2440 -6.7895  0.469
O 11.1466 -8.7655 -5.7887  -0.948
H 11.9851 -9.1284 -6.0742  0.478
H 10.4895 -9.3016 -6.2326  0.469
O 13.9231 -5.8123 -2.8338  -0.940
H 13.5483 -6.4456 -3.4459  0.471
H 13.9363 -4.9877 -3.3196  0.468

Computed properties:
molecular weight = 216.2 g/mol
HOMO-LUMO gap = 10.88 eV
HOMO = -10.9 eV

***

Most stable to least stable: w, y, x

***

w.
Density functional theory data (ωB97M-V/def2-TZVPD) for a 12-piece molecular cluster, H24O12 overall.

Each line ends with the natural charge from an NBO analysis.
Element x y z (Å)
O 0.8709 -5.8212 0.9336  -0.939
H 1.4658 -5.1786 0.5472  0.471
H 1.4438 -6.5229 1.2429  0.467
O -6.6774 -0.2613 0.1095  -0.935
H -5.9573 -0.8717 -0.0494  0.469
H -7.4223 -0.6429 -0.3549  0.466
O 3.1913 6.1460 -0.0144  -0.940
H 3.2788 7.0974 -0.0727  0.467
H 2.2988 6.0060 0.3018  0.473
O 3.7176 -0.9177 4.0244  -0.934
H 4.3049 -0.3005 4.4608  0.468
H 4.1803 -1.7549 4.0593  0.466
O -3.4691 -3.7127 0.3689  -0.941
H -2.8037 -4.3671 0.1561  0.475
H -4.3008 -4.1424 0.1691  0.466
O 0.4242 2.9189 -4.6917  -0.934
H 0.4262 2.1380 -5.2452  0.464
H 0.8043 2.6269 -3.8632  0.470
O -1.2710 6.2062 2.0397  -0.938
H -1.9808 6.5199 2.6001  0.469
H -1.7133 5.8458 1.2712  0.470
O -0.0876 0.8978 0.0719  -0.941
H 0.7082 0.3675 0.1128  0.470
H -0.7303 0.4059 0.5830  0.472
O -2.7948 -0.0592 -3.6243  -0.936
H -2.1124 -0.1341 -4.2913  0.464
H -2.3238 0.1729 -2.8240  0.472
O 5.8005 1.0758 -2.9320  -0.941
H 6.0334 1.3103 -2.0337  0.469
H 6.0755 1.8286 -3.4555  0.472
O 3.9573 -3.0715 -1.7120  -0.940
H 4.2684 -2.2013 -1.9613  0.474
H 4.6944 -3.4653 -1.2452  0.466
O -4.5865 -2.4743 5.3575  -0.935
H -5.4249 -2.9215 5.4726  0.466
H -4.2885 -2.7429 4.4884  0.470

Computed properties:
molecular weight = 216.2 g/mol
HOMO-LUMO gap = 11.49 eV
HOMO = -11.3 eV

***

x.
Density functional theory data (ωB97M-V/def2-TZVPD) for a 12-piece molecular cluster, H24O12 overall.

Each line ends with the natural charge from an NBO analysis.
Element x y z (Å)
O 20.2038 -8.5204 11.9027  -0.933
H 20.2867 -7.9572 12.6721  0.462
H 21.0602 -8.4737 11.4776  0.472
O 21.9177 -3.2770 13.6441  -0.945
H 21.7458 -2.3355 13.6242  0.475
H 21.1356 -3.6552 14.0460  0.471
O 19.4477 -1.1586 8.6579  -0.941
H 20.2445 -0.7275 8.9671  0.469
H 19.3561 -0.8706 7.7497  0.472
O 23.9055 -3.2665 8.0795  -0.945
H 23.4662 -2.4392 8.2766  0.470
H 24.1559 -3.1919 7.1587  0.475
O 20.7063 -4.9605 10.0557  -0.949
H 21.4454 -4.8402 10.6520  0.469
H 19.9964 -4.4522 10.4479  0.479
O 17.8685 -4.2560 12.6398  -0.940
H 18.0448 -5.0706 13.1105  0.467
H 17.3397 -3.7379 13.2466  0.474
O 22.3079 -4.9926 5.2913  -0.934
H 22.2831 -4.1062 4.9307  0.461
H 22.2953 -4.8662 6.2400  0.473
O 18.1714 -4.6552 7.4400  -0.932
H 19.0463 -5.0099 7.5980  0.472
H 18.3240 -3.7462 7.1818  0.460
O 16.2637 -7.1365 10.4768  -0.932
H 16.8854 -6.5361 10.8882  0.469
H 16.3602 -7.9538 10.9655  0.463
O 24.2185 -5.7830 14.7973  -0.947
H 24.9838 -5.2438 14.9970  0.470
H 23.5777 -5.1675 14.4412  0.476
O 16.0233 -1.1737 9.9353  -0.938
H 16.9582 -1.2938 9.7684  0.476
H 15.9876 -0.5666 10.6745  0.461
O 25.1475 -4.7079 10.9756  -0.945
H 24.8598 -5.6163 11.0671  0.467
H 24.6903 -4.3886 10.1977  0.478

Computed properties:
molecular weight = 216.2 g/mol
HOMO-LUMO gap = 10.52 eV
HOMO = -11.0 eV

***

y.
Density functional theory data (ωB97M-V/def2-TZVPD) for a 12-piece molecular cluster, H24O12 overall.

Each line ends with the natural charge from an NBO analysis.
Element x y z (Å)
O 1.2127 2.4576 -1.1358  -0.971
H 1.3132 2.9783 -0.3389  0.471
H 0.9881 1.5812 -0.8232  0.483
O -1.2757 0.2785 2.9356  -0.948
H -1.6100 0.8838 3.5976  0.494
H -1.9487 -0.3988 2.8681  0.465
O 3.5891 -2.2541 -1.1782  -0.948
H 2.6579 -2.0677 -1.2980  0.486
H 3.8584 -1.6804 -0.4609  0.459
O -2.2332 3.4813 -0.1142  -0.941
H -2.2884 2.5415 0.0589  0.481
H -2.9676 3.8582 0.3703  0.454
O 1.5655 -1.7451 0.8469  -0.992
H 1.7032 -2.6778 1.0122  0.491
H 1.6502 -1.3338 1.7071  0.507
O 0.1009 0.1943 -0.3567  -0.964
H -0.4606 0.3974 0.3915  0.490
H 0.7547 -0.4120 -0.0085  0.502
O -2.9613 0.6653 0.5786  -0.921
H -2.7527 0.1454 1.3547  0.446
H -3.7877 1.0976 0.7944  0.477
O -1.3974 -0.0436 -2.5930  -0.970
H -0.9689 0.5100 -3.2458  0.478
H -0.8625 0.0560 -1.8055  0.472
O 0.4843 -2.5203 -1.8485  -0.929
H 0.3276 -1.9544 -1.0926  0.471
H 0.2406 -3.3957 -1.5476  0.461
O 1.6506 0.2464 2.8083  -0.962
H 0.7356 0.4141 3.0338  0.491
H 1.9374 1.0428 2.3614  0.481
O 1.2726 1.3544 -3.4591  -0.958
H 1.4717 1.4881 -2.5325  0.478
H 1.9765 1.8071 -3.9236  0.464
O -1.4658 -2.3630 0.6513  -0.902
H -1.7503 -1.7626 1.3404  0.437
H -0.7597 -2.8704 1.0515  0.467

Computed properties:
molecular weight = 216.2 g/mol
HOMO-LUMO gap = 8.43 eV
HOMO = -9.4 eV

***

Most stable to least stable: y, x, w